The following is a DFT calculation (ωB97M-V/def2-TZVPD) of 2 unconnected molecules or ions with the total composition C2H4N2O2 in a non-equilibrium geometry.

Element x y z (Å)
O: -1.2389 0.0101 1.0671
N: -1.9251 0.0046 0.0834
O: -1.9395 0.8092 -0.8062
H: -2.5898 -0.8149 -0.0154
C: 1.4739 0.4438 -0.0006
C: 0.9052 -0.8643 -0.1484
N: 0.4717 -1.9133 -0.2906
H: 2.2217 0.6013 -0.7757
H: 1.9285 0.5298 0.9828
H: 0.6925 1.1939 -0.0962

As for the spin multiplicity: 1. The calculation puts the energy above the lowest of the compared OMol25 structures with the same formula, charge and spin at 4.594 eV. The HOMO energy comes out at -11.43 eV. As for the structure (SMILES): O=[NH+][O-].CC#N. For the electronic energy, the calculation gives -9210.62895 eV.